No. 1
ORCA calculation (wB97M-V/def2-TZVPD) on 2 unconnected molecules or ions with the total composition C3H11NO2S at a distorted geometry.

Geometry as XYZ:
```
18
C3H11NO2S, DFT wB97M-V/def2-TZVPD
C 0.388 0.856 -1.452
O -0.864 1.415 -0.983
C 1.118 0.208 -0.247
C 0.852 -1.281 -0.103
S 1.771 -2.092 1.186
N 0.528 0.903 0.915
H 0.142 0.284 -2.338
H 0.775 1.842 -1.837
H -1.495 0.729 -0.740
H 2.179 0.508 -0.155
H 0.952 -1.770 -1.111
H -0.228 -1.459 0.076
H 2.556 -1.113 1.759
H -0.408 0.635 1.147
H 0.657 1.890 0.780
H -3.404 -0.213 0.482
H -2.847 -0.602 1.780
O -2.674 -0.742 0.841
```

Summary:
Charge = 0
M = 125.19 u
Relative energy (zero: lowest compared OMol25 entry of this formula, charge and spin) = 1.135 eV
Gap between HOMO and LUMO = 8.869 eV
E_LUMO = 0.380 eV
2S+1 = 1
Highest occupied orbital energy = -8.49 eV
Structure (SMILES) = N[C@H](CO)CS.O
Total energy = -724.27001 Eh



No. 2
ORCA calculation (wB97M-V/def2-TZVPD) on 7 unconnected molecules or ions with the total composition C51H109N7O7 at a distorted geometry.

Geometry as XYZ:
```
174
C51H109N7O7, DFT wB97M-V/def2-TZVPD
C -4.818 -1.367 5.097
O -3.641 -1.527 4.716
N -5.866 -1.831 4.356
C -7.266 -1.877 4.777
C -5.693 -2.453 3.066
H -5.072 -1.028 6.113
H -7.592 -1.222 5.585
H -7.613 -2.840 5.152
H -7.977 -1.664 3.978
H -5.283 -1.691 2.403
H -4.981 -3.273 3.154
H -6.590 -2.810 2.560
C 0.340 -0.051 0.467
O 1.415 -0.154 1.105
N -0.864 0.019 1.112
C -0.878 -0.243 2.588
C -2.159 0.304 0.394
H 0.260 0.046 -0.627
H -0.946 0.770 2.987
H -0.007 -0.755 2.997
H -1.859 -0.664 2.812
H -2.496 1.339 0.345
H -2.224 -0.135 -0.602
H -3.009 -0.206 0.846
C -1.361 3.358 2.489
C -1.608 4.747 1.998
C -0.704 5.756 2.805
C 0.733 5.878 2.193
C 0.710 6.039 0.660
C -0.157 4.963 -0.087
N -1.472 4.808 0.510
O -2.301 3.909 -0.103
C -0.334 5.551 -1.433
C 0.717 3.772 -0.333
C -3.023 5.220 2.369
H -2.054 2.529 2.350
H -1.167 3.396 3.561
H -0.360 3.013 2.229
H -1.081 6.774 2.899
H -0.473 5.372 3.799
H 1.214 4.975 2.568
H 1.354 6.701 2.548
H 1.761 6.062 0.370
H 0.321 7.039 0.469
H -0.921 6.467 -1.378
H 0.603 5.745 -1.955
H -0.948 4.915 -2.070
H 0.083 2.971 -0.715
H 1.530 3.779 -1.059
H 1.061 3.378 0.624
H -3.746 4.449 2.099
H -3.240 6.145 1.835
H -3.107 5.326 3.450
H -2.940 4.517 -0.483
C 6.413 0.853 4.878
C 5.297 1.259 3.861
C 4.344 2.241 4.641
C 3.451 3.131 3.819
C 4.455 3.857 2.834
C 5.260 2.980 1.876
N 5.962 1.951 2.711
O 6.968 1.227 2.056
C 4.456 2.282 0.777
C 6.244 4.027 1.197
C 4.570 -0.041 3.421
H 7.159 1.647 4.865
H 7.015 0.044 4.464
H 6.146 0.667 5.918
H 3.767 1.631 5.336
H 4.913 2.895 5.301
H 2.874 3.766 4.492
H 2.768 2.494 3.257
H 5.134 4.491 3.403
H 3.876 4.559 2.234
H 5.095 1.617 0.195
H 3.723 1.594 1.197
H 3.942 2.928 0.065
H 6.850 3.571 0.414
H 5.616 4.720 0.637
H 6.928 4.638 1.786
H 5.276 -0.802 3.089
H 3.765 -0.002 2.687
H 3.966 -0.381 4.262
H 6.385 0.661 1.544
C 6.077 -0.605 -2.323
C 4.970 -1.604 -1.709
C 4.833 -2.747 -2.815
C 5.877 -3.806 -2.909
C 5.986 -4.403 -1.496
C 6.320 -3.361 -0.417
N 5.329 -2.235 -0.444
O 5.395 -1.417 0.631
C 6.060 -4.149 0.942
C 7.760 -2.893 -0.659
C 3.589 -0.866 -1.526
H 5.686 0.104 -3.053
H 6.800 -1.148 -2.932
H 6.458 0.005 -1.504
H 3.888 -3.275 -2.681
H 4.707 -2.183 -3.739
H 6.829 -3.429 -3.282
H 5.562 -4.506 -3.682
H 6.653 -5.265 -1.491
H 5.016 -4.836 -1.251
H 6.628 -5.078 0.982
H 6.332 -3.456 1.739
H 4.991 -4.273 1.116
H 8.106 -2.381 0.239
H 8.328 -3.798 -0.875
H 7.933 -2.170 -1.456
H 2.951 -0.809 -2.407
H 3.610 0.075 -0.977
H 3.015 -1.506 -0.855
H 4.512 -1.576 0.973
C -0.074 -0.033 -4.905
C -1.546 0.187 -4.537
C -1.486 1.399 -3.512
C -2.815 2.191 -3.387
C -3.430 2.348 -4.762
C -3.609 1.126 -5.665
N -2.291 0.463 -5.805
O -2.297 -0.524 -6.669
C -4.732 0.286 -5.128
C -4.130 1.664 -7.057
C -1.977 -1.060 -3.657
H 0.232 0.771 -5.575
H 0.688 -0.098 -4.128
H 0.074 -0.936 -5.497
H -1.327 1.004 -2.509
H -0.649 2.046 -3.776
H -3.434 1.571 -2.738
H -2.546 3.134 -2.910
H -2.875 3.102 -5.320
H -4.420 2.796 -4.672
H -5.742 0.683 -5.220
H -4.629 0.148 -4.052
H -4.732 -0.748 -5.475
H -5.142 2.051 -6.941
H -4.260 0.867 -7.789
H -3.400 2.370 -7.453
H -2.867 -0.944 -3.039
H -2.016 -1.934 -4.307
H -1.173 -1.343 -2.977
H -2.072 -0.077 -7.488
C -5.000 -6.595 -0.328
C -5.022 -5.428 0.685
C -3.522 -5.353 1.279
C -2.592 -4.653 0.288
C -3.132 -3.258 -0.047
C -4.580 -3.243 -0.639
N -5.431 -4.093 0.219
O -6.809 -4.122 -0.175
C -5.121 -1.803 -0.601
C -4.633 -3.704 -2.115
C -5.981 -6.038 1.798
H -6.016 -6.665 -0.715
H -4.721 -7.515 0.188
H -4.286 -6.447 -1.138
H -3.602 -4.763 2.192
H -2.925 -6.262 1.359
H -2.587 -5.348 -0.552
H -1.642 -4.390 0.754
H -2.470 -3.136 -0.904
H -2.960 -2.548 0.761
H -6.208 -1.744 -0.656
H -4.791 -1.450 0.376
H -4.517 -1.315 -1.366
H -4.181 -4.671 -2.333
H -5.638 -3.656 -2.533
H -4.050 -3.028 -2.741
H -6.361 -5.325 2.529
H -5.525 -6.833 2.388
H -6.910 -6.412 1.366
H -7.199 -3.871 0.666
```

Summary:
Charge = 0
M = 932.47 u
Gap between HOMO and LUMO = 7.842 eV
E_LUMO = 0.319 eV
2S+1 = 1
Highest occupied orbital energy = -7.52 eV
Structure (SMILES) = CC1(C)CCCC(C)(C)N1O.CC1(C)CCCC(C)(C)N1O.CC1(C)CCCC(C)(C)N1O.CC1(C)CCCC(C)(C)N1O.CC1(C)CCCC(C)(C)N1O.CN(C)C=O.CN(C)C=O
Total energy = -2918.17939 Eh



No. 3
ORCA calculation (wB97M-V/def2-TZVPD) on 2 unconnected molecules or ions with the total composition C5H11NO3 at a distorted geometry.

Geometry as XYZ:
```
20
C5H11NO3, DFT wB97M-V/def2-TZVPD
C 2.023 0.986 -0.250
C 1.064 1.360 0.621
C -1.181 -0.614 0.055
C -2.144 -1.399 -0.850
N 0.123 2.347 0.346
C 0.270 -0.982 -0.377
O 3.040 0.122 0.033
O -1.358 -0.931 1.408
O 0.943 -1.708 0.331
H 2.705 -0.583 0.609
H -0.676 -1.589 1.628
H 2.196 1.537 -1.166
H 0.895 0.810 1.536
H -1.360 0.461 -0.071
H 0.404 2.993 -0.379
H -0.261 2.798 1.164
H 0.461 -0.843 -1.451
H -1.950 -2.467 -0.769
H -3.166 -1.206 -0.532
H -2.028 -1.092 -1.886
```

Summary:
Charge = 0
M = 133.15 u
Relative energy (zero: lowest compared OMol25 entry of this formula, charge and spin) = 2.377 eV
Gap between HOMO and LUMO = 8.879 eV
E_LUMO = 0.921 eV
2S+1 = 1
Highest occupied orbital energy = -7.96 eV
Structure (SMILES) = C[C@@H](O)C=O.N/C=C/O
Total energy = -477.53813 Eh



No. 4
ORCA calculation (wB97M-V/def2-TZVPD) on a molecular structure, C30H44Br2N2P2Pd at a distorted geometry.

Geometry as XYZ:
```
81
C30H44Br2N2P2Pd, DFT wB97M-V/def2-TZVPD
N -6.557 4.759 -5.928
C -6.351 5.193 -4.680
C -5.487 4.538 -3.794
C -4.761 3.379 -4.200
C -4.960 2.991 -5.562
C -5.876 3.703 -6.367
C -3.890 2.704 -3.254
Pd -0.760 0.237 -0.993
P 4.348 -0.621 -0.706
C -2.995 1.718 -3.591
C -1.703 1.619 -2.980
C -0.562 1.199 -3.674
C 0.626 1.936 -3.501
C 0.652 3.026 -2.599
C -0.330 3.091 -1.577
C -1.462 2.217 -1.655
Br 2.210 4.021 -2.424
H -3.918 3.084 -2.234
H -3.195 1.153 -4.526
H -5.422 4.932 -2.778
H -4.502 2.125 -6.035
H -6.928 6.081 -4.376
H -6.068 3.401 -7.409
H -0.657 0.411 -4.434
H -2.333 2.332 -0.986
H 1.551 1.688 -4.009
H -0.207 3.872 -0.802
P -0.855 -2.014 -1.304
C 4.852 1.127 -0.480
C 6.161 1.423 -1.236
H 4.977 1.249 0.609
H 4.026 1.775 -0.806
H 6.394 2.492 -1.174
H 7.027 0.873 -0.843
H 6.094 1.167 -2.302
C 3.795 -0.716 -2.459
C 4.579 -1.757 -3.291
H 3.941 0.288 -2.892
H 2.722 -0.968 -2.433
H 4.182 -1.807 -4.315
H 5.646 -1.495 -3.380
H 4.501 -2.765 -2.860
C 3.099 -0.953 0.571
C 3.716 -1.600 1.843
H 2.353 -1.602 0.089
H 2.642 0.017 0.812
H 2.959 -2.221 2.349
H 4.597 -2.239 1.648
H 4.018 -0.830 2.568
C -0.531 -3.353 -0.057
C -1.500 -4.546 -0.028
H -0.436 -2.893 0.935
H 0.463 -3.744 -0.316
H -2.454 -4.299 0.457
H -1.719 -4.968 -1.023
H -1.061 -5.371 0.554
C 0.315 -2.622 -2.555
C -0.030 -2.332 -3.996
H 0.391 -3.705 -2.399
H 1.275 -2.186 -2.242
H -0.966 -2.810 -4.315
H -0.075 -1.260 -4.202
H 0.764 -2.752 -4.624
C -2.531 -2.386 -1.920
C -3.496 -1.936 -0.824
H -2.641 -3.471 -2.045
H -2.735 -1.913 -2.897
H -4.482 -1.684 -1.247
H -3.665 -2.759 -0.103
H -3.090 -1.052 -0.296
Br -2.013 -1.553 4.764
C -1.476 -0.199 3.516
C -1.003 1.034 3.983
C -0.440 1.892 3.052
C -0.423 1.548 1.696
N -0.933 0.388 1.265
C -1.426 -0.505 2.150
H -1.055 1.298 5.035
H 0.013 2.829 3.346
H -0.021 2.204 0.932
H -1.740 -1.497 1.814
```

Summary:
Charge = 0
M = 760.87 u
Relative energy (zero: lowest compared OMol25 entry of this formula, charge and spin) = 0.225 eV
Gap between HOMO and LUMO (spin up / spin down) = 5.638 / 5.637 eV
E_LUMO (spin up / spin down) = -0.617 / -0.617 eV
2S+1 = 1
Highest occupied orbital energy (spin up / spin down) = -6.26 / -6.25 eV
Total energy = -7237.54301 Eh